# 1
Here is one molecule with the formula C18H19N3O3 in a non-equilibrium geometry from the OMol25 dataset. Energies are from wB97M-V/def2-TZVPD.

Each line ends with the Mulliken charge.
Atoms and positions in Å:
C 3.649 0.505 2.733  0.100
C 3.167 -0.143 1.850  -1.146
C 2.606 -0.977 0.806  -0.119
N 1.906 -0.211 -0.220  0.459
C 1.698 1.204 0.014  -0.903
C 2.909 2.047 -0.257  -0.353
C 3.993 1.650 -0.894  -0.830
C 1.359 -0.758 -1.324  0.467
O 0.732 -0.091 -2.130  -0.691
C 1.505 -2.263 -1.547  -0.761
C 0.090 -2.840 -1.667  -0.735
C -0.664 -2.534 -0.429  0.594
N -0.204 -2.493 0.780  -0.106
N -1.218 -2.099 1.579  -0.712
C -2.248 -1.926 0.819  0.566
C -3.606 -1.458 1.218  -0.560
O -4.095 -0.462 0.358  -0.490
C -3.378 0.703 0.227  0.578
C -3.792 1.545 -0.804  -0.587
C -3.146 2.743 -1.024  -0.436
C -2.083 3.121 -0.218  -0.568
C -1.680 2.290 0.809  -0.646
C -2.316 1.080 1.039  -0.075
O -1.966 -2.193 -0.473  -0.287
H 4.067 1.079 3.504  0.436
H 1.904 -1.685 1.271  0.310
H 3.436 -1.536 0.353  0.437
H 1.369 1.350 1.047  0.537
H 0.889 1.522 -0.655  0.484
H 2.824 3.063 0.104  0.364
H 4.822 2.312 -1.071  0.298
H 4.095 0.647 -1.275  0.181
H 2.033 -2.413 -2.489  0.390
H 2.034 -2.770 -0.747  0.372
H -0.433 -2.376 -2.505  0.265
H 0.127 -3.921 -1.825  0.390
H -4.321 -2.283 1.129  0.383
H -3.566 -1.130 2.264  0.329
H -4.620 1.231 -1.420  0.434
H -3.469 3.383 -1.831  0.376
H -1.574 4.057 -0.393  0.408
H -0.860 2.580 1.449  0.436
H -1.974 0.451 1.845  0.408

Spin multiplicity   1
Highest occupied orbital energy   -8.75 eV
Net charge   0
ΔE to the lowest compared entry with this formula, charge and spin   108.5 kcal per mole
F_max   1.487 eV/A
SMILES   C#CCN(CC=C)C(=O)CCc1nnc(COc2ccccc2)o1
Energy   -1087.1897 Ha

# 2
Here is one molecule with the formula C18H19N3O4 in a non-equilibrium geometry from the OMol25 dataset. Energies are from wB97M-V/def2-TZVPD.

Each line ends with the Mulliken charge.
Atoms and positions in Å:
O -2.818 -2.428 -0.965  -0.649
C -1.804 -1.873 -0.608  0.507
C -1.717 -1.070 0.700  -0.806
O -2.927 -1.116 1.415  -0.402
C -4.030 -0.551 0.886  0.583
C -5.220 -0.782 1.591  -0.724
C -6.402 -0.224 1.171  -0.349
C -6.413 0.584 0.035  -0.174
N -7.638 1.177 -0.404  1.000
O -8.644 0.949 0.240  -0.632
O -7.606 1.882 -1.394  -0.625
C -5.241 0.820 -0.673  -0.759
C -4.055 0.259 -0.252  0.118
N -0.653 -1.923 -1.309  -0.095
C 0.578 -1.299 -0.972  -0.460
C 1.657 -2.059 -0.538  -0.655
C 2.856 -1.461 -0.218  -0.663
C 3.020 -0.070 -0.316  1.071
N 4.196 0.525 0.010  0.171
C 4.482 1.928 -0.210  -0.726
C 5.989 2.038 0.013  -0.759
C 6.252 0.953 1.052  -0.766
C 5.319 -0.170 0.603  -0.736
C 1.924 0.684 -0.767  -0.741
C 0.732 0.077 -1.094  -0.235
H -0.974 -1.540 1.350  0.421
H -1.402 -0.039 0.503  0.482
H -5.179 -1.413 2.464  0.439
H -7.325 -0.398 1.702  0.465
H -5.277 1.444 -1.553  0.459
H -3.159 0.443 -0.823  0.404
H -0.666 -2.527 -2.122  0.271
H 1.551 -3.131 -0.457  0.442
H 3.677 -2.080 0.103  0.378
H 3.935 2.552 0.510  0.327
H 4.195 2.232 -1.221  0.412
H 6.521 1.808 -0.911  0.306
H 6.286 3.029 0.349  0.370
H 5.963 1.306 2.042  0.305
H 7.293 0.639 1.083  0.370
H 5.813 -0.814 -0.138  0.328
H 4.994 -0.792 1.442  0.416
H 2.007 1.755 -0.862  0.368
H -0.090 0.676 -1.458  0.542

Spin multiplicity   1
Highest occupied orbital energy   -8.01 eV
Net charge   0
ΔE to the lowest compared entry with this formula, charge and spin   123.5 kcal per mole
F_max   1.371 eV/A
SMILES   O=C(COc1ccc([N+](=O)[O-])cc1)Nc1ccc(N2CCCC2)cc1
Energy   -1162.4637 Ha

# 3
Here is one molecule with the formula C18H19N3O5 in a non-equilibrium geometry from the OMol25 dataset. Energies are from wB97M-V/def2-TZVPD.

Each line ends with the Mulliken charge.
Atoms and positions in Å:
C 2.819 0.791 -0.511  -0.583
O 4.102 0.208 -0.516  -0.421
C 4.386 -0.620 0.577  -0.385
C 3.559 -1.924 0.634  -0.771
N 2.420 -1.831 1.518  -0.164
C 1.144 -1.789 1.087  0.600
O 0.870 -1.835 -0.111  -0.790
C 0.115 -1.635 2.148  0.431
C 0.311 -2.163 3.422  -0.441
C -0.628 -1.986 4.419  -0.810
C -1.782 -1.264 4.156  -0.624
C -2.013 -0.751 2.895  -0.635
C -1.085 -0.946 1.873  0.052
N -1.298 -0.484 0.582  0.033
C -2.215 0.412 0.130  0.301
O -3.052 0.966 0.810  -0.667
C -2.068 0.626 -1.352  0.474
C -2.123 -0.497 -2.170  -0.326
C -2.023 -0.380 -3.546  -0.865
C -1.838 0.867 -4.102  -0.747
C -1.757 1.990 -3.283  0.117
N -1.521 3.244 -3.954  0.965
O -0.946 4.126 -3.352  -0.568
O -1.899 3.335 -5.104  -0.605
C -1.893 1.907 -1.891  0.805
C -1.851 3.109 -1.008  -1.691
H 2.817 1.524 -1.315  0.298
H 2.035 0.051 -0.701  0.220
H 2.618 1.296 0.442  0.309
H 4.253 -0.068 1.523  0.321
H 5.444 -0.868 0.463  0.316
H 3.182 -2.156 -0.365  0.364
H 4.199 -2.743 0.974  0.444
H 2.611 -1.707 2.499  0.256
H 1.194 -2.750 3.631  0.483
H -0.462 -2.410 5.398  0.406
H -2.514 -1.113 4.934  0.406
H -2.914 -0.201 2.682  0.517
H -0.622 -0.862 -0.088  0.318
H -2.263 -1.471 -1.724  0.566
H -2.080 -1.255 -4.174  0.414
H -1.743 0.999 -5.169  0.478
H -2.350 3.957 -1.470  0.463
H -0.816 3.405 -0.835  0.280
H -2.324 2.898 -0.055  0.454

Spin multiplicity   1
Highest occupied orbital energy   -8.91 eV
Net charge   0
ΔE to the lowest compared entry with this formula, charge and spin   84.7 kcal per mole
F_max   1.406 eV/A
SMILES   COCCNC(=O)c1ccccc1NC(=O)c1cccc([N+](=O)[O-])c1C
Energy   -1237.7255 Ha

# 4
Here is a 2-piece molecular cluster, C18H19N3O5S overall in a non-equilibrium geometry from the OMol25 dataset. Energies are from wB97M-V/def2-TZVPD.

Each line ends with the Mulliken charge.
Atoms and positions in Å:
C -1.507 -1.467 3.220  -1.352
C -0.514 -1.412 2.013  0.530
H -0.972 -0.885 1.058  0.017
H 0.495 -1.000 2.271  0.130
C 0.023 -2.904 1.672  -0.986
C 0.791 -3.091 0.525  0.182
C 2.057 -3.442 0.729  -0.978
C 3.062 -3.235 -0.677  0.339
O 4.240 -3.497 -0.707  -0.615
N 2.303 -2.851 -1.740  -0.054
C 0.891 -2.689 -1.960  0.761
N 0.279 -2.755 -0.904  -0.207
S 0.475 -1.980 -3.223  -0.483
C -1.487 -1.731 -2.885  -0.464
C -1.584 -0.240 -2.490  0.501
O -2.778 0.149 -2.709  -0.645
N -0.709 0.298 -1.484  0.247
C -0.711 1.450 -0.966  0.303
C -1.777 2.527 -1.354  -1.086
C -1.748 3.558 -0.596  0.711
C -0.460 3.954 0.159  0.223
C 0.350 2.906 0.395  -0.994
C 0.326 1.784 -0.298  1.307
C 1.394 0.753 0.009  0.671
O 1.759 -0.085 -0.944  -0.657
C 2.527 1.284 1.002  -1.511
H 2.180 1.454 2.137  0.320
H 3.082 2.096 0.561  0.501
H 3.190 0.243 1.201  0.282
H 1.250 3.380 1.104  0.105
O -0.736 5.245 0.573  -0.390
C -1.816 5.714 0.116  -0.330
O -2.556 4.696 -0.669  -0.474
H -2.544 5.947 1.075  0.188
H -1.719 6.568 -0.397  0.352
H -2.717 2.167 -2.016  0.259
H 0.225 -0.208 -1.544  0.029
H -2.270 -2.107 -3.547  0.424
H -1.621 -2.399 -1.998  0.250
H 2.759 -2.946 -2.688  0.237
H 2.416 -3.545 1.644  0.587
H -1.278 -3.714 1.348  0.268
H 0.297 -3.641 2.478  0.441
H -2.302 -1.991 3.058  0.474
H -0.934 -2.067 3.944  0.303
H -1.633 -0.290 3.505  0.283

Spin multiplicity   1
Highest occupied orbital energy   -8.11 eV
Net charge   0
ΔE to the lowest compared entry with this formula, charge and spin   346.1 kcal per mole
F_max   12.915 eV/A
Energy   -1635.5063 Ha

# 5
Here is one molecule with the formula C18H19N3OS from the OMol25 dataset. Energies are from wB97M-V/def2-TZVPD.

Each line ends with the Mulliken charge.
Atoms and positions in Å:
C 0.142 -2.601 -2.398  -1.675
C -0.037 -1.133 -2.053  0.225
S -1.573 -0.875 -1.059  -0.328
C -1.538 -2.207 0.123  0.517
C -0.454 -2.405 0.963  0.180
C -0.488 -3.449 1.870  -0.703
C -1.598 -4.272 1.953  -0.480
C -2.685 -4.055 1.123  -0.476
C -2.657 -3.024 0.201  -0.546
C 1.207 -0.580 -1.372  0.524
O 2.086 -1.325 -0.985  -0.649
N 1.343 0.771 -1.270  0.260
C 2.634 1.263 -0.826  -1.207
C 2.697 1.658 0.663  -0.367
C 2.036 0.691 1.499  0.326
N 1.486 -0.056 2.167  -0.507
C 0.371 1.775 -1.661  -1.272
C 0.005 2.673 -0.508  0.499
C -0.681 2.178 0.598  0.158
C -0.965 3.033 1.649  -0.627
C -0.551 4.354 1.556  -0.277
N 0.092 4.837 0.507  -0.630
C 0.357 4.018 -0.496  -0.290
H 0.958 -2.710 -3.110  0.454
H 0.392 -3.172 -1.508  0.310
H -0.771 -2.997 -2.837  0.405
H -0.240 -0.562 -2.963  0.615
H 0.408 -1.759 0.919  0.089
H 0.359 -3.606 2.520  0.434
H -1.618 -5.082 2.668  0.377
H -3.555 -4.691 1.187  0.371
H -3.495 -2.845 -0.456  0.423
H 2.905 2.131 -1.434  0.442
H 3.350 0.456 -1.003  0.513
H 2.225 2.629 0.833  0.171
H 3.745 1.725 0.968  0.482
H -0.536 1.289 -2.018  0.488
H 0.792 2.378 -2.477  0.271
H -0.983 1.143 0.631  0.348
H -1.492 2.679 2.520  0.416
H -0.738 5.061 2.353  0.376
H 0.883 4.464 -1.332  0.359

Spin multiplicity   1
Highest occupied orbital energy   -8.55 eV
Net charge   0
ΔE to the lowest compared entry with this formula, charge and spin   35.1 kcal per mole
F_max   0.669 eV/A
SMILES   C[C@@H](Sc1ccccc1)C(=O)N(CCC#N)Cc1cccnc1
Energy   -1335.0150 Ha

Going through the records in order, we get frontier orbital gap values of 9.55; 8.04; 8.59; 7.51; 9.09 eV.